No. 1
C3H3N2O | the ωB97M-V functional and the def2-TZVPD basis

```
9
Properties=species:S:1:pos:R:3:forces:R:3:lowdin_charge:R:1
O -0.385 -1.322 0.067 1.8 -1.2 -0.2 0.1845
N 0.363 0.887 0.089 -0.5 -0.6 0.0 0.1806
N -2.157 0.444 0.015 -3.3 0.4 -0.4 0.3354
C 0.879 -0.543 -0.047 0.5 -0.2 4.5 0.0627
C -0.906 0.898 -0.056 0.0 -0.3 0.7 -0.1070
C -1.364 -0.576 -0.026 0.1 2.2 0.1 -0.1590
H 0.820 1.799 0.155 0.8 -0.7 0.0 0.1965
H 1.201 -0.602 -1.000 1.6 -0.9 -3.0 0.1047
H 1.551 -0.985 0.804 -1.0 1.3 -1.8 0.2015
```
Forces are in eV/Å.

Summary:
**Total charge**: +1
**Kohn-Sham gap**: 10.4 eV
**HOMO**: -15.052 eV
**2S+1**: 1
**Electronic energy**: -300.36815 hartree
**ΔE to the lowest compared entry with this formula, charge and spin**: 528.4 kJ/mol

No. 2
C3H3N2O | the ωB97M-V functional and the def2-TZVPD basis

```
9
Properties=species:S:1:pos:R:3:forces:R:3:lowdin_charge:R:1
O 0.715 -1.439 -2.608 -0.1 0.1 0.2 0.3755
N -0.560 -0.143 -1.051 -0.7 0.7 -0.4 0.1615
N 0.417 0.326 1.143 0.5 -0.3 0.2 0.0091
C -0.584 0.139 0.356 -0.7 0.2 0.7 -0.1290
C 1.105 0.345 2.106 -0.2 -0.6 -0.8 0.2236
C 0.102 -0.856 -1.853 0.7 -0.4 0.1 -0.0811
H -1.375 0.294 -1.499 0.3 -0.1 -0.2 0.2089
H 1.750 0.954 2.688 0.3 0.5 0.3 0.0919
H -1.570 0.379 0.718 0.0 -0.1 -0.1 0.1394
```
Forces are in eV/Å.

Summary:
**Total charge**: +1
**Kohn-Sham gap**: 7.6 eV
**HOMO**: -12.821 eV
**2S+1**: 1
**Electronic energy**: -300.45297 hartree
**ΔE to the lowest compared entry with this formula, charge and spin**: 305.7 kJ/mol

No. 3
C3H3N2O | the ωB97M-V functional and the def2-TZVPD basis

```
9
Properties=species:S:1:pos:R:3:forces:R:3:lowdin_charge:R:1
O 2.829 -0.049 -0.390 0.6 0.1 0.2 0.2915
N 0.675 0.632 0.618 -0.6 3.1 0.7 0.2786
N -1.593 0.514 -0.323 0.9 0.8 0.4 0.3307
C 1.741 -0.157 -0.025 -2.0 -0.4 -0.7 -0.2871
C 0.493 -0.878 0.207 1.6 0.0 -3.6 0.1363
C -0.383 0.177 -0.109 1.4 -0.3 1.0 -0.1900
H -2.226 -0.043 -0.831 -0.8 -1.1 -0.5 0.1537
H 0.371 -1.611 0.867 -0.9 -3.1 2.6 0.1175
H -1.907 1.415 -0.016 -0.2 0.7 -0.1 0.1688
```
Forces are in eV/Å.

Summary:
**Total charge**: +1
**Kohn-Sham gap**: 10.6 eV
**HOMO**: -15.999 eV
**2S+1**: 1
**Electronic energy**: -300.46814 hartree
**ΔE to the lowest compared entry with this formula, charge and spin**: 265.8 kJ/mol

No. 4
C3H3N2O2P | the ωB97M-V functional and the def2-TZVPD basis

```
11
Properties=species:S:1:pos:R:3:forces:R:3:lowdin_charge:R:1
P -2.632 1.280 -0.206 0.8 -0.3 0.0 1.0011
O -3.213 -0.075 -0.186 0.0 0.4 0.0 -0.4837
O 2.143 2.321 -0.217 1.5 0.6 -1.2 0.0101
N 1.133 1.668 -0.170 -2.4 -1.1 2.2 -0.3158
N 0.094 2.039 0.542 1.0 0.6 -0.5 0.0889
C 0.933 0.308 -0.615 0.0 -0.4 -1.5 0.0080
C -0.768 0.957 0.562 -1.9 1.4 -1.4 -0.5246
C -0.246 -0.136 -0.173 0.9 0.4 0.5 -0.0853
H -0.787 -1.041 -0.213 0.0 -1.0 -0.6 0.1013
H -1.208 0.842 1.493 -0.6 -0.7 2.3 0.0822
H 1.522 -0.134 -1.393 0.7 0.1 0.2 0.1177
```
Forces are in eV/Å.

Summary:
**Kohn-Sham gap (alpha / beta)**: 7.2 / 7.2 eV
**HOMO (alpha / beta)**: -8.834 / -8.835 eV
**2S+1**: 1
**Electronic energy**: -717.33039 hartree
**ΔE to the lowest compared entry with this formula, charge and spin**: 242.6 kJ/mol

No. 5
C3H3N2O2S | the ωB97M-V functional and the def2-TZVPD basis

```
11
Properties=species:S:1:pos:R:3:forces:R:3:lowdin_charge:R:1
S -3.206 0.429 0.704 -0.2 -0.5 0.2 0.6238
O 2.092 0.772 0.606 0.4 -0.7 -0.1 -0.0770
O 0.304 2.063 0.339 -1.0 0.9 0.0 -0.0299
N -1.100 0.164 -1.061 0.4 -1.1 1.4 0.1047
N 0.363 -1.388 0.160 -0.3 -0.2 -0.2 0.0372
C 0.942 1.028 0.195 0.4 0.3 0.2 -0.7476
C 0.284 -0.139 -0.588 0.5 -0.3 -0.5 -0.3446
C -1.987 0.120 -0.251 -0.3 1.5 -0.8 -0.8173
H 0.063 -1.218 1.114 -0.2 0.1 0.1 0.0683
H 1.358 -1.540 0.255 0.2 -0.1 0.0 0.0606
H 0.886 -0.292 -1.473 0.0 0.0 -0.3 0.1219
```
Forces are in eV/Å.

Summary:
**Total charge**: -1
**Kohn-Sham gap**: 7.7 eV
**HOMO**: -4.447 eV
**2S+1**: 1
**Electronic energy**: -774.36117 hartree
**ΔE to the lowest compared entry with this formula, charge and spin**: 15.9 kJ/mol

No. 6
C3H3N2O2S | the ωB97M-V functional and the def2-TZVPD basis

```
11
Properties=species:S:1:pos:R:3:forces:R:3:lowdin_charge:R:1
S 0.696 1.495 -0.029 0.7 0.3 0.1 0.8587
O -0.771 -2.196 -0.134 -0.9 -1.5 0.0 0.0019
O 2.948 0.290 0.575 -0.3 -0.5 -0.3 -0.0762
N -1.883 1.075 0.056 -2.7 -1.1 -0.2 -0.2076
N 1.139 -1.068 0.148 3.5 0.8 0.5 0.0641
C -0.144 -1.184 -0.105 -2.8 4.4 -1.4 -0.4729
C 1.769 0.167 0.256 0.1 1.0 0.6 -0.8389
C -0.694 0.636 -0.711 0.1 -3.1 0.2 -0.5882
H -2.135 2.065 -0.147 0.4 -1.1 -0.1 0.0274
H -2.750 0.490 -0.292 2.3 1.6 0.7 0.0813
H 1.825 -1.771 0.383 -0.5 -0.8 0.0 0.1504
```
Forces are in eV/Å.

Summary:
**Total charge**: -1
**Kohn-Sham gap**: 5.6 eV
**HOMO**: -1.908 eV
**2S+1**: 1
**Electronic energy**: -774.26985 hartree
**ΔE to the lowest compared entry with this formula, charge and spin**: 255.6 kJ/mol

No. 7
C3H3N2O3 | the ωB97M-V functional and the def2-TZVPD basis

```
11
Properties=species:S:1:pos:R:3:forces:R:3:lowdin_charge:R:1
O 3.271 0.236 -0.296 0.4 -0.3 -0.5 -0.0443
O 1.612 1.424 0.678 0.1 0.4 0.2 -0.0367
O -2.123 0.693 0.605 0.3 -1.0 1.1 -0.0491
N -0.034 -0.620 0.734 -0.3 0.1 -1.4 0.0281
N 1.190 -0.816 0.086 2.1 0.9 -0.3 0.0088
C -1.397 0.956 -0.806 0.5 1.4 -1.5 0.0054
C 2.164 0.458 0.162 -1.3 -0.5 0.7 -0.7535
C -0.935 0.221 0.237 -0.1 0.3 0.3 -0.4672
H -1.172 2.064 -0.966 0.1 -1.7 0.6 0.0632
H -0.161 -1.337 1.434 -0.7 0.7 0.1 0.1465
H 1.192 -0.965 -0.934 -1.0 -0.2 0.6 0.0989
```
Forces are in eV/Å.

Summary:
**Total charge**: -1
**Kohn-Sham gap**: 8.1 eV
**HOMO**: -4.134 eV
**2S+1**: 1
**Electronic energy**: -451.27024 hartree
**ΔE to the lowest compared entry with this formula, charge and spin**: 431.8 kJ/mol

No. 8
C3H3N2O3 | the ωB97M-V functional and the def2-TZVPD basis

```
11
Properties=species:S:1:pos:R:3:forces:R:3:lowdin_charge:R:1
O -2.630 2.129 1.229 -4.2 9.0 -6.9 0.0205
O 2.834 -1.432 0.255 -0.9 1.5 -0.3 0.0683
O 1.499 1.366 0.440 -0.5 -0.4 -0.6 -0.0896
N -0.292 0.251 -0.454 -0.7 0.8 -0.4 -0.0129
N -0.553 -0.968 -1.059 -2.0 0.0 -0.6 -0.0925
C 1.831 -0.919 -0.141 -3.5 -3.0 -2.1 -0.1376
C 0.940 0.382 -0.123 3.4 1.8 2.8 -0.5768
C 0.345 -1.809 -0.995 4.3 2.0 2.5 -0.1076
H 0.298 -2.748 -1.382 -0.2 -2.6 -1.2 0.0100
H -2.318 1.522 1.684 4.4 -9.1 6.9 -0.1238
H -1.954 2.225 0.544 -0.1 0.0 -0.2 0.0421
```
Forces are in eV/Å.

Summary:
**Total charge**: -1
**Kohn-Sham gap**: 7.5 eV
**HOMO**: -3.623 eV
**2S+1**: 1
**Electronic energy**: -451.27567 hartree
**ΔE to the lowest compared entry with this formula, charge and spin**: 417.6 kJ/mol

No. 9
C3H3N2O3 | the ωB97M-V functional and the def2-TZVPD basis

```
11
Properties=species:S:1:pos:R:3:forces:R:3:lowdin_charge:R:1
O -1.697 -0.665 0.366 -0.3 1.6 -0.2 0.0843
O -0.074 -2.130 0.114 0.5 -0.4 -0.3 0.0268
O -3.051 1.162 0.101 0.3 0.2 0.1 -0.0223
N -0.790 1.483 0.150 3.4 -1.9 0.3 0.1920
N 0.429 0.042 0.423 -2.7 5.1 0.3 -0.0074
C -1.887 0.794 0.200 -1.1 -1.6 0.1 -0.6901
C -0.399 -0.958 0.260 -1.0 -2.7 0.4 -0.6934
C 1.664 0.042 -0.284 -0.2 4.3 1.9 -0.0974
H 1.460 -0.155 -1.249 -0.2 -0.8 -3.7 0.0361
H 2.162 1.109 -0.240 -0.8 -2.3 0.3 0.1224
H 2.183 -0.723 0.159 2.1 -1.6 0.8 0.0490
```
Forces are in eV/Å.

Summary:
**Total charge**: -1
**Kohn-Sham gap**: 8.7 eV
**HOMO**: -4.623 eV
**2S+1**: 1
**Electronic energy**: -451.35633 hartree
**ΔE to the lowest compared entry with this formula, charge and spin**: 205.8 kJ/mol

No. 10
C3H3N2O4 | the ωB97M-V functional and the def2-TZVPD basis

```
12
Properties=species:S:1:pos:R:3:forces:R:3:lowdin_charge:R:1
O -1.807 1.413 1.890 -0.9 0.4 0.0 0.2581
O 1.430 0.296 -1.114 -0.3 -0.1 0.4 0.0354
O -1.528 -1.478 -0.229 1.5 1.1 0.5 0.2231
O -0.402 -0.206 2.382 -0.9 0.3 0.0 0.1981
N 0.914 0.983 -0.085 -1.9 1.5 3.7 0.1866
N -0.956 0.636 1.676 2.2 0.4 1.6 -0.3284
C -0.555 -0.776 -0.298 -1.1 0.0 -0.9 -0.2841
C -0.222 0.515 0.453 2.4 -0.6 -2.5 0.0476
C 0.517 -0.768 -1.322 0.4 -3.3 -3.0 -0.0368
H -0.062 -0.579 -2.313 1.2 -0.5 1.3 0.2078
H 1.553 1.760 0.308 -1.3 -1.4 -0.9 0.2720
H 1.118 -1.795 -1.348 -1.3 2.2 -0.2 0.2206
```
Forces are in eV/Å.

Summary:
**Total charge**: +1
**Kohn-Sham gap**: 9.2 eV
**HOMO**: -16.295 eV
**2S+1**: 1
**Electronic energy**: -526.04918 hartree
**ΔE to the lowest compared entry with this formula, charge and spin**: 47.6 kJ/mol

No. 11
C3H3N2OS | the ωB97M-V functional and the def2-TZVPD basis

```
10
Properties=species:S:1:pos:R:3:forces:R:3:lowdin_charge:R:1
S -2.238 2.051 -0.319 -0.9 0.6 0.0 0.2857
O 0.341 1.235 0.269 0.7 0.6 -1.1 -0.1209
N 0.248 -1.169 0.089 -1.6 0.2 -1.0 0.0380
N 2.711 -1.347 0.318 0.0 -0.1 0.1 0.1081
C -0.342 0.080 0.589 0.1 0.8 -0.5 -0.3964
C 1.568 -1.251 0.189 0.6 -0.3 -0.3 -0.3668
C -0.929 0.990 -0.477 0.9 -1.0 1.7 -0.8782
H -0.186 -1.293 -0.856 1.2 -0.3 1.1 0.1436
H -0.519 0.115 1.644 -0.9 -0.6 0.4 0.1297
H -0.655 0.589 -1.445 -0.1 0.0 -0.4 0.0572
```
Forces are in eV/Å.

Summary:
**Total charge**: -1
**Kohn-Sham gap**: 7.0 eV
**HOMO**: -3.206 eV
**2S+1**: 1
**Electronic energy**: -699.04295 hartree
**ΔE to the lowest compared entry with this formula, charge and spin**: 96.6 kJ/mol

No. 12
C3H3N2OS | the ωB97M-V functional and the def2-TZVPD basis

```
10
Properties=species:S:1:pos:R:3:forces:R:3:lowdin_charge:R:1
S -3.045 -3.168 0.065 0.8 0.6 0.0 1.0506
O -2.815 0.713 -0.089 1.1 -0.3 -0.1 0.1521
N -0.506 -2.148 0.326 1.2 -0.2 0.2 0.1037
N -1.972 -0.125 -0.141 -1.6 0.1 0.1 -0.0652
C 0.144 -1.053 0.258 -0.3 0.1 0.0 0.0246
C -0.564 0.204 -0.098 0.8 1.0 -0.1 -0.0967
C -1.741 -2.367 0.145 -1.8 -1.1 -0.1 -0.6577
H -0.271 0.523 -1.112 0.0 0.0 0.1 0.1716
H 1.200 -1.068 0.500 0.1 0.0 -0.1 0.1547
H -0.296 1.033 0.576 -0.2 -0.2 -0.1 0.1624
```
Forces are in eV/Å.

Summary:
**Total charge**: +1
**Kohn-Sham gap (alpha / beta)**: 7.6 / 7.6 eV
**HOMO (alpha / beta)**: -14.390 / -14.389 eV
**2S+1**: 1
**Electronic energy**: -698.63338 hartree
**ΔE to the lowest compared entry with this formula, charge and spin**: 402.5 kJ/mol